Here is a cluster of 12 separate species, C44H64O36 in total from OMol25. Energies are from the ωB97M-V functional and the def2-TZVPD basis.

F_max: 8.28 eV/A
gap between HOMO and LUMO (spin up / spin down): 7.9 / 2.1 eV
charge: +1
2S+1: 2
HOMO (spin up / spin down): -0.407 / -0.407 Ha
⟨S²⟩: 0.754

XYZ file:
```
144
Properties=species:S:1:pos:R:3:forces:R:3
C 5.36906 4.83501 -0.11443 2.0 0.6 1.4
C 4.21440 4.44186 0.75113 0.2 0.8 1.1
O 3.91235 3.08078 0.34901 -2.1 3.0 5.0
C 4.44416 2.85956 -0.75953 2.0 0.3 -3.3
O 4.12768 1.93836 -1.42942 0.7 -0.5 -1.5
O 5.40340 3.86122 -1.04078 -2.1 -3.7 -4.2
H 6.39626 4.64599 0.19738 0.1 1.4 1.7
H 5.21726 5.85145 -0.47762 0.3 -0.1 -0.4
H 3.48514 5.21551 0.51083 -1.1 -0.9 0.0
H 4.43057 4.55878 1.81306 -0.2 -0.7 0.0
C -1.41670 -4.05200 -2.41131 -0.4 2.9 -0.9
C -0.37895 -2.92985 -2.35383 1.1 -2.3 1.1
O -0.07697 -2.63922 -3.71207 0.4 2.5 0.5
C -0.56082 -3.50738 -4.55047 0.4 -2.2 -2.4
O -0.21854 -3.54659 -5.75335 -1.8 0.1 3.7
O -1.37047 -4.40867 -3.86961 0.5 0.2 0.5
H -2.34145 -3.52279 -2.18139 -0.6 -0.7 -0.5
H -1.20984 -4.71190 -1.56879 0.0 -1.2 -1.0
H 0.50053 -3.43243 -1.95132 0.5 0.5 0.0
H -0.60780 -2.12634 -1.65376 -0.3 0.4 -0.9
C -3.55939 2.08864 1.67974 -1.1 -1.4 -0.4
C -4.44793 2.84164 2.61800 0.6 -1.6 1.3
O -3.78279 4.09895 2.78512 0.9 -0.6 -0.1
C -2.47224 3.86999 2.39055 2.4 5.7 1.6
O -1.50762 4.65690 2.60889 -3.9 -2.8 -0.6
O -2.35654 2.81094 1.68247 0.5 -1.3 -1.9
H -4.21211 2.00290 0.81100 1.5 0.0 -1.3
H -3.27679 1.10141 2.04527 -0.4 -0.1 -0.3
H -4.31721 2.17228 3.46828 -0.8 1.0 1.2
H -5.48218 2.80338 2.27599 0.2 1.0 0.2
C 1.42209 4.27721 5.71333 -0.8 -0.6 0.1
C 0.51346 3.68519 4.62299 1.1 -0.6 0.2
O 0.74592 2.26958 4.89962 -0.5 -2.1 -2.2
C 1.35439 1.97172 6.04942 -2.5 -1.4 2.7
O 1.46028 0.85096 6.64294 0.2 5.0 -3.2
O 1.42086 3.19665 6.63201 1.9 -0.9 2.5
H 0.94227 5.07719 6.27717 0.4 0.3 -0.4
H 2.46544 4.43741 5.44159 -0.2 0.5 -0.3
H 0.77495 3.81324 3.57260 0.3 0.3 0.2
H -0.53414 3.97433 4.70686 0.0 -0.4 0.4
C -0.64945 -1.33402 4.48812 -0.6 0.7 -1.3
C 0.42744 -2.36380 4.37745 0.1 -1.5 1.0
C 1.67245 -2.09346 5.26050 -1.6 1.7 -0.4
O 1.85807 -3.27398 5.91289 2.4 -0.9 1.2
C 0.83344 -4.07850 5.84158 -0.1 -2.7 -0.1
O 0.83185 -5.12570 6.44612 -0.9 1.0 -0.6
O -0.04285 -3.65261 4.91920 -0.1 0.4 0.3
H -1.27888 -1.19562 5.36719 1.1 -0.4 0.9
H -1.45942 -1.48859 3.77526 0.4 -0.1 -0.7
H -0.11243 -0.41812 4.24149 -0.5 0.5 0.0
H 0.77646 -2.61998 3.37712 -0.5 0.5 -0.3
H 1.40946 -1.39745 6.05706 0.4 0.7 -0.5
H 2.53244 -1.80008 4.65847 0.0 0.0 0.3
C 2.12690 0.25137 -4.66713 -0.4 -0.9 1.4
C 1.28513 0.32579 -5.93930 2.8 -2.3 1.5
C -0.16657 0.09349 -5.68970 -1.1 -0.6 -0.3
O -0.70023 1.38069 -6.01570 -0.1 3.9 -1.2
C 0.27331 2.18533 -6.48076 -3.1 -2.2 2.6
O -0.01842 3.41013 -6.74049 0.2 -0.2 -0.3
O 1.40293 1.66901 -6.43047 1.3 1.6 -1.6
H 2.28526 -0.79056 -4.38891 0.3 -0.4 -0.7
H 1.56585 0.47617 -3.76005 -0.4 0.9 -0.1
H 3.08928 0.75018 -4.55263 -0.1 0.2 -0.8
H 1.73636 -0.33064 -6.68333 -0.2 0.2 -0.2
H -0.42056 -0.15892 -4.66019 0.1 0.3 0.0
H -0.74733 -0.54015 -6.36000 0.7 -0.6 0.0
C -6.62897 -4.11298 -0.06935 1.0 0.9 0.6
C -6.14988 -2.68539 -0.46060 0.5 -0.9 0.6
C -6.44661 -1.54167 0.54586 -1.1 -1.9 -0.5
O -5.18617 -1.08296 0.94448 -1.1 2.0 1.0
C -4.21500 -1.65521 0.27171 2.5 1.2 0.6
O -3.06373 -1.25506 0.36037 -1.8 -1.3 -0.7
O -4.71401 -2.65257 -0.41093 1.0 -1.7 -1.9
H -7.71533 -4.18828 -0.11683 0.2 -0.2 -0.1
H -6.25324 -4.31042 0.93461 -0.5 0.4 0.5
H -6.09073 -4.92660 -0.55557 -0.4 0.3 -1.0
H -6.44982 -2.44034 -1.47946 0.0 0.0 0.1
H -6.92328 -2.01413 1.40473 -0.3 0.6 0.1
H -7.07092 -0.83303 0.00166 0.2 0.6 0.7
C 3.87232 -4.88135 -1.10467 0.2 0.7 -0.4
C 3.55026 -5.85896 -0.00720 -0.1 -0.4 -0.1
C 3.88145 -5.46734 1.46998 -1.4 -0.9 -1.4
O 2.56281 -5.11986 2.01598 -0.3 -0.5 -2.1
C 1.58874 -5.46448 1.06283 -3.3 1.2 0.9
O 0.36343 -5.24302 1.21181 4.7 -0.9 -0.4
O 2.11343 -6.03216 -0.05918 -0.3 1.0 2.0
H 3.53253 -5.35132 -2.02759 0.2 0.2 -0.2
H 4.89809 -4.53085 -1.21889 0.4 -0.8 0.2
H 3.38111 -3.91459 -0.99427 -0.6 -0.2 0.3
H 3.87678 -6.86613 -0.26622 0.7 0.2 0.2
H 4.61076 -4.65827 1.42983 -0.4 0.2 0.7
H 4.22880 -6.36341 1.98430 0.2 0.4 0.3
C 0.46766 1.52066 1.64833 0.5 3.0 0.7
C 0.00564 0.49591 0.73889 1.9 -0.9 -0.7
C 0.79124 0.55812 -0.60161 -0.3 0.4 1.2
O 1.19601 -0.76599 -0.86590 0.5 -1.5 0.4
C 1.29072 -1.47905 0.33344 -2.1 1.9 0.1
O 1.87764 -2.49722 0.52131 -0.5 1.1 -0.2
O 0.43907 -0.80071 1.24662 0.5 -1.4 -0.9
H 1.52978 1.59338 1.88221 0.0 -0.7 0.3
H -0.21003 1.73751 2.47405 0.4 -0.6 0.4
H 0.31094 2.42664 1.06289 0.0 0.6 -0.2
H -1.03683 0.80363 0.65726 -0.6 -1.9 -0.4
H 1.71397 1.11268 -0.43092 -0.1 0.4 -0.3
H 0.14190 1.00007 -1.35735 0.5 -0.5 -0.4
C -1.14247 3.38411 -1.64993 0.7 -0.9 -0.4
C -1.40833 3.53496 -3.13898 -0.2 0.2 1.0
C -2.94219 3.51043 -3.47330 2.9 -1.8 1.4
O -3.16132 4.76783 -3.97082 -2.8 0.1 -0.7
C -2.07063 5.46967 -4.15205 1.3 -0.2 0.3
O -2.01306 6.45939 -4.79023 0.4 0.6 0.0
O -1.04882 4.83950 -3.49647 0.7 1.5 -1.2
H -1.24773 2.32420 -1.41839 -0.9 0.1 0.4
H -1.75942 4.06893 -1.06812 -0.1 -0.3 0.1
H -0.09694 3.53165 -1.37936 0.1 0.5 -0.3
H -0.82570 2.82952 -3.73142 0.0 -0.1 0.0
H -3.31187 3.33870 -2.46239 -1.3 0.0 -0.5
H -3.05204 2.69336 -4.18634 -0.9 0.3 0.0
C -5.35811 -0.76768 -6.15093 -0.9 -0.8 0.4
C -5.00029 -0.42150 -4.69720 -0.4 -0.2 -1.6
C -4.77028 -1.63102 -3.79208 -1.7 -0.3 -1.4
O -3.57051 -1.27456 -3.13500 -2.2 -5.3 3.2
C -3.15762 -0.17169 -3.48453 6.1 5.4 -1.4
O -2.13305 0.39529 -3.02128 -3.0 -1.2 -1.1
O -3.74896 0.22764 -4.62218 0.3 1.4 0.2
H -6.33952 -1.23548 -6.07286 -0.3 0.0 -0.1
H -4.76629 -1.55773 -6.61318 0.6 0.1 0.4
H -5.49548 0.00691 -6.90540 0.3 0.5 0.6
H -5.75597 0.22119 -4.24554 0.0 0.2 -0.2
H -4.74294 -2.55379 -4.37161 1.0 -0.1 0.1
H -5.65681 -1.77020 -3.17338 0.6 0.2 0.7
C 7.36753 1.65741 4.03088 0.7 -0.3 -0.3
C 6.45348 0.47291 3.67544 -0.2 1.2 -0.2
C 5.10786 0.45344 4.47633 2.2 2.1 2.4
O 4.13194 0.32980 3.57488 -2.2 -2.1 -3.5
C 4.64223 0.43431 2.31639 -3.9 1.1 -2.3
O 3.92390 0.53790 1.32107 1.5 -0.9 2.2
O 5.92422 0.60660 2.31351 1.9 -0.2 0.7
H 7.03949 2.68815 3.89652 -1.1 -0.2 0.6
H 8.27257 1.76488 3.43301 0.1 -1.0 -0.4
H 7.74231 1.43061 5.02898 -0.2 0.5 0.2
H 7.06298 -0.43057 3.69381 -0.3 -0.2 0.1
H 4.84918 1.45288 4.82603 1.2 0.5 0.9
H 5.00755 -0.16463 5.36854 0.2 -0.7 -0.5
```
Forces are in eV/Å.